C30H35BFN8OPdS2 | the ωB97M-V functional and the def2-TZVPD basis

The highest occupied orbital energy (spin up / spin down) is -4.6 / -4.6 eV. The total energy comes out at -74195.8171 eV. As for the total charge: -1. The frontier orbital gap (spin up / spin down) is 5.8663 / 5.8670 eV.

Geometry (Å):
Pd 0.395454 -0.499603 0.248931
C -1.510220 -2.771028 2.369025
N -0.549616 -3.303850 1.424140
C 0.288894 -4.368369 1.652281
C 0.850632 -4.680726 0.464459
N 0.359648 -3.833008 -0.498011
B 0.701448 -4.091317 -2.021169
N 0.196691 -2.916250 -2.883508
C -0.816630 -2.954533 -3.806860
C -0.978501 -1.714880 -4.318716
N -0.049671 -0.905907 -3.697998
C 0.111525 0.517357 -3.895420
C 0.652978 -1.654517 -2.810354
S 1.907639 -1.079417 -1.817046
C -0.476602 -2.967942 0.099263
S -1.499444 -1.763723 -0.585760
H -1.095717 -2.829083 3.372551
H -2.442875 -3.336502 2.320862
H -1.725975 -1.735085 2.123492
H 0.427640 -4.780765 2.635813
H 1.558596 -5.449672 0.209869
H 0.113802 -5.089481 -2.361230
H 1.894890 -4.185977 -2.111230
H -1.348448 -3.866192 -4.012284
H -1.664596 -1.330206 -5.052070
H 0.066772 0.746881 -4.959444
H 1.075137 0.811720 -3.488947
H -0.668556 1.070502 -3.370781
C 4.105746 -2.753038 -0.281788
C 4.358156 -1.316478 0.182681
C 5.820329 -0.913516 -0.035222
C 3.940816 -1.144141 1.627373
C 4.646995 -1.822386 2.613558
C 4.348106 -1.658938 3.952678
C 3.316081 -0.811374 4.315535
C 2.562269 -0.136413 3.364318
C 1.379671 0.685239 3.817367
C 0.234724 -0.297723 4.090497
C 1.657655 1.555669 5.040336
C 2.860757 -0.312930 1.992230
N 2.110735 0.361967 1.000541
C 2.626651 1.499872 0.450850
C 3.916131 1.966739 0.809938
C 4.481661 3.099798 0.257686
C 3.792251 3.861928 -0.670494
C 2.509673 3.467765 -1.024950
C 1.959546 2.332281 -0.482902
F 0.687995 2.050376 -0.869943
H 4.317050 -2.848358 -1.348490
H 3.058923 -3.008765 -0.122045
H 4.728560 -3.462992 0.268960
H 3.747361 -0.661420 -0.432927
H 6.496656 -1.513102 0.577453
H 5.967476 0.137422 0.216460
H 6.090264 -1.054695 -1.084112
H 5.459645 -2.479619 2.323827
H 4.916993 -2.187641 4.708264
H 3.087047 -0.673238 5.365742
H 1.062596 1.330238 2.999289
H 0.502299 -0.983194 4.901111
H 0.062676 -0.874717 3.181713
H -0.676368 0.236069 4.354328
H 1.854250 0.953469 5.931443
H 0.779408 2.167305 5.242906
H 2.514734 2.209972 4.867242
H 4.461527 1.387479 1.542599
H 5.481498 3.391697 0.557107
H 4.236824 4.745519 -1.108620
H 1.916607 4.054969 -1.714871
N -2.271173 1.655174 -0.423656
C -1.933427 1.712556 0.902596
O -0.999474 1.001234 1.329797
C -2.679786 2.616628 1.719743
C -3.765697 3.320535 1.174861
N -4.659890 3.864212 0.677640
C -2.371183 2.789646 3.079488
N -2.145112 2.942322 4.203600
H -1.870173 0.888113 -0.934232
H -3.155637 2.023161 -0.729308

Atomic forces in eV per Å
0.72 0.97 -0.88
-0.14 0.05 0.09
0.21 0.00 -0.36
0.01 0.04 0.10
0.09 -0.11 -0.04
-0.18 0.15 0.18
-0.02 0.06 0.07
0.13 0.28 -0.13
-0.08 -0.12 -0.03
-0.01 0.12 0.00
0.06 -0.36 0.16
-0.06 0.15 -0.01
-0.29 -0.01 -0.55
-0.81 0.32 1.12
-0.52 -0.99 0.22
0.38 0.47 0.16
0.02 -0.01 -0.02
0.04 -0.03 -0.02
0.03 0.03 0.03
0.00 -0.01 -0.02
0.04 0.05 0.02
-0.04 -0.05 -0.06
0.07 -0.10 0.02
0.01 0.01 0.00
0.01 -0.03 -0.01
0.01 -0.03 0.01
-0.01 0.02 0.01
0.01 -0.01 0.02
0.06 0.06 0.12
0.20 -0.19 0.06
-0.11 0.02 -0.01
-0.18 0.06 -0.06
0.12 -0.03 -0.04
-0.03 -0.01 0.00
0.06 -0.04 0.09
0.00 0.04 -0.34
-0.10 -0.15 0.05
0.09 0.23 -0.10
-0.01 -0.05 -0.09
0.13 -0.26 0.16
-1.02 0.20 -0.29
0.27 0.30 0.03
-0.24 -0.15 -0.05
0.06 0.10 -0.03
0.12 0.09 -0.05
0.14 0.02 0.04
0.05 -0.15 0.20
-0.04 -0.23 0.02
-0.02 -0.06 0.03
0.05 -0.11 -0.04
0.05 0.01 0.02
0.11 0.08 0.15
0.02 -0.02 -0.03
0.06 -0.02 -0.01
0.03 0.00 0.00
0.00 0.01 0.00
0.00 0.01 0.01
-0.01 -0.02 -0.02
0.01 0.00 -0.08
0.01 -0.01 -0.01
-0.10 -0.02 0.07
-0.12 0.02 -0.03
0.01 0.03 -0.01
-0.02 0.08 0.03
-0.03 0.01 0.04
0.06 0.12 -0.01
0.00 -0.01 0.04
-0.02 0.02 0.02
-0.06 -0.08 -0.01
0.02 -0.06 0.04
-0.33 0.10 -0.44
0.75 -0.60 0.46
0.25 -0.26 -0.13
-0.23 0.15 -0.15
0.07 -0.04 0.00
0.11 -0.05 0.37
0.05 -0.05 -0.07
0.00 -0.02 -0.05
0.00 0.04 0.02

Results of the Mulliken charge analysis, in e, for atoms 1 through 5:
1 Pd 0.97
2 C -0.88
3 N 0.42
4 C -0.42
5 C -0.88